Entry 1:
C33H88AsF6O33S11 as an isolated structure in a non-equilibrium geometry, computed with ωB97M-V/def2-TZVPD.

Geometry (Å):
As: -0.405 0.363 0.502
F: -0.830 1.291 -0.887
F: 0.412 -0.718 -0.644
F: -0.008 -0.626 1.948
F: -1.331 1.494 1.518
F: -1.888 -0.725 0.128
F: 1.178 1.321 0.704
O: 3.223 5.013 -2.240
S: 2.127 4.256 -2.872
O: 0.888 4.937 -3.228
O: 2.803 3.549 -4.169
C: 4.205 3.066 -4.029
C: 5.087 3.932 -4.926
C: 1.595 2.699 -1.805
H: 4.159 1.997 -4.238
H: 4.631 3.045 -3.026
H: 5.892 4.462 -4.416
H: 4.483 4.480 -5.649
H: 5.621 3.180 -5.507
H: 0.931 2.103 -2.430
H: 1.164 3.045 -0.865
H: 2.536 2.231 -1.513
O: 3.819 -2.727 4.297
S: 2.611 -3.098 5.048
O: 2.536 -3.808 6.292
O: 1.774 -1.658 5.297
C: 0.604 -1.617 6.098
C: -0.088 -0.239 5.932
C: 1.451 -3.752 3.851
H: 1.123 -1.675 7.055
H: -0.130 -2.404 5.926
H: -1.144 -0.305 6.195
H: -0.191 0.001 4.874
H: 0.346 0.585 6.499
H: 0.617 -4.237 4.358
H: 1.874 -4.586 3.290
H: 0.929 -3.015 3.241
O: -7.484 -1.651 1.868
S: -6.296 -1.398 1.081
O: -6.424 -1.439 -0.410
O: -5.667 0.072 1.559
C: -4.596 0.730 0.862
C: -4.709 2.252 0.914
C: -4.843 -2.473 1.531
H: -4.628 0.528 -0.209
H: -3.646 0.292 1.170
H: -4.637 2.431 1.986
H: -5.743 2.580 0.805
H: -4.083 2.849 0.251
H: -4.147 -1.990 2.216
H: -4.366 -2.734 0.586
H: -5.261 -3.392 1.940
O: 0.457 5.484 0.194
S: 1.156 6.180 1.290
O: 1.498 7.598 1.148
O: 0.303 6.054 2.688
C: -0.290 4.814 3.076
C: -1.699 4.702 2.434
C: 2.640 5.120 1.656
H: -0.378 4.803 4.163
H: 0.246 3.894 2.846
H: -1.963 3.676 2.691
H: -1.809 4.736 1.350
H: -2.393 5.472 2.771
H: 2.397 4.165 2.120
H: 3.347 5.711 2.239
H: 3.058 4.991 0.657
O: 4.541 -0.236 0.871
S: 4.372 -0.936 -0.424
O: 4.138 -0.139 -1.610
O: 5.704 -1.916 -0.600
C: 6.081 -2.297 -1.890
C: 7.361 -3.057 -1.758
C: 3.017 -2.184 -0.158
H: 6.328 -1.575 -2.668
H: 5.386 -3.027 -2.305
H: 7.074 -3.994 -1.282
H: 8.186 -2.582 -1.229
H: 7.852 -3.221 -2.718
H: 2.352 -2.080 -1.015
H: 2.548 -1.803 0.749
H: 3.496 -3.150 0.001
O: -1.241 -3.222 -3.717
S: -2.686 -3.090 -3.731
O: -3.385 -2.890 -4.991
O: -3.418 -4.460 -3.118
C: -4.801 -4.542 -2.830
C: -5.044 -6.043 -2.983
C: -3.097 -1.865 -2.363
H: -5.247 -3.818 -3.511
H: -5.091 -4.382 -1.792
H: -4.524 -6.580 -3.776
H: -6.107 -6.282 -3.003
H: -4.761 -6.431 -2.005
H: -4.173 -1.748 -2.485
H: -2.707 -0.923 -2.747
H: -2.770 -2.203 -1.380
O: 5.642 1.506 3.878
S: 4.409 2.163 3.411
O: 3.862 3.298 4.102
O: 4.601 2.742 1.874
C: 5.949 3.055 1.480
C: 5.971 3.907 0.249
C: 3.084 0.917 3.233
H: 6.427 2.079 1.403
H: 6.415 3.647 2.268
H: 5.629 3.474 -0.691
H: 7.004 4.214 0.086
H: 5.374 4.819 0.254
H: 3.600 0.007 3.540
H: 2.988 0.909 2.148
H: 2.170 1.322 3.666
O: -1.255 0.367 -5.004
S: 0.061 0.019 -5.480
O: 0.273 -0.921 -6.592
O: 0.918 1.352 -5.717
C: 0.885 2.001 -6.995
C: 2.183 1.881 -7.749
C: 0.999 -0.656 -3.970
H: 0.911 3.064 -6.755
H: 0.039 1.934 -7.680
H: 3.153 2.053 -7.284
H: 2.129 2.667 -8.502
H: 2.225 0.892 -8.207
H: 1.508 0.149 -3.440
H: 1.727 -1.316 -4.441
H: 0.437 -1.280 -3.276
O: -2.457 4.342 -4.417
S: -3.063 4.562 -3.061
O: -3.955 5.676 -2.782
O: -3.861 3.149 -2.598
C: -3.164 1.919 -2.828
C: -4.034 1.291 -3.973
C: -1.805 4.662 -1.747
H: -3.218 1.234 -1.982
H: -2.109 2.064 -3.059
H: -3.931 1.775 -4.944
H: -5.115 1.324 -3.844
H: -3.816 0.224 -4.020
H: -2.253 4.504 -0.765
H: -1.458 5.691 -1.832
H: -1.041 3.903 -1.912
O: -2.223 -5.144 -0.430
S: -1.454 -4.581 0.659
O: -2.014 -3.658 1.677
O: -0.712 -5.829 1.395
C: -0.221 -6.851 0.591
C: 1.125 -7.320 1.126
C: 0.072 -3.708 -0.057
H: -0.218 -6.538 -0.453
H: -0.868 -7.725 0.519
H: 1.338 -8.257 0.611
H: 1.249 -7.542 2.186
H: 1.926 -6.587 1.030
H: 1.081 -4.102 0.068
H: -0.070 -2.753 0.448
H: -0.119 -3.497 -1.109
O: -5.558 -0.202 4.527
S: -4.367 0.122 5.318
O: -4.539 0.484 6.741
O: -3.356 -1.191 5.172
C: -3.743 -2.345 5.941
C: -3.269 -3.614 5.168
C: -3.346 1.277 4.384
H: -4.794 -2.454 6.207
H: -3.251 -2.425 6.910
H: -3.182 -4.429 5.886
H: -2.255 -3.378 4.843
H: -3.892 -3.881 4.315
H: -3.600 1.029 3.354
H: -2.306 0.995 4.544
H: -3.502 2.282 4.775

Cartesian forces, eV/Å:
-0.05 -0.41 0.27
-0.80 1.93 -2.35
1.67 -1.71 -1.48
0.74 -1.71 2.02
-1.32 1.50 1.41
-0.93 -0.45 0.16
0.77 0.56 0.14
-1.50 -0.93 -0.63
-0.49 -0.69 2.27
2.01 -0.80 -0.41
0.23 -0.02 0.84
-0.62 0.52 0.30
0.34 -1.86 -0.54
1.39 2.00 -0.84
-0.10 0.16 -0.80
-0.75 0.61 0.38
-0.63 0.52 0.11
0.20 0.37 0.38
0.32 0.11 -0.47
0.12 0.15 0.21
-0.34 0.24 -0.39
-0.06 -0.33 -0.36
-1.91 -0.85 2.12
-1.51 3.12 -1.94
0.83 -0.24 -0.44
1.99 -1.23 -2.15
0.42 1.33 1.34
-0.34 -0.66 -0.46
-0.80 -1.30 0.34
-1.32 -0.33 0.81
0.33 -0.27 -0.17
0.02 -0.29 0.58
0.60 0.11 -0.22
0.29 -0.19 -0.18
0.10 0.05 0.61
0.41 0.39 -0.22
0.83 0.48 -0.21
1.40 0.39 -0.44
1.52 1.05 -2.10
0.30 0.16 3.22
-1.80 -1.18 -0.14
0.54 -0.19 -2.47
-1.24 -0.56 2.17
-1.21 -0.02 -0.52
-0.31 -0.72 -0.12
0.11 0.43 0.34
0.91 0.99 0.08
-0.22 -0.34 -0.79
0.31 -0.48 0.32
-0.29 0.12 -0.12
0.07 0.32 0.11
-0.01 0.11 0.19
0.87 1.37 1.95
-0.05 -1.10 -0.64
-0.57 -2.33 0.55
1.45 0.79 -0.87
-1.86 -0.28 -1.23
0.36 -0.57 0.47
-0.56 1.42 -0.64
0.02 0.48 -0.01
0.57 0.31 -0.52
-0.80 0.05 0.13
0.97 0.00 -0.01
0.01 -0.20 0.57
-0.22 0.32 -0.14
-0.23 -0.12 0.21
-0.07 -0.25 0.00
0.35 -1.68 -2.86
-0.82 0.88 2.53
0.64 -1.00 0.57
-1.14 1.85 0.46
1.08 -0.90 -1.49
0.91 -0.97 0.32
1.19 1.31 -0.25
-0.97 1.07 0.57
-0.51 0.30 -0.12
0.76 -0.24 0.05
-0.50 0.32 0.61
-0.57 -0.41 -0.35
-0.02 -0.25 0.17
-0.21 -0.10 -0.12
-0.14 0.05 -0.16
-1.38 -0.71 -0.09
-1.09 0.10 1.33
0.75 0.38 1.24
2.99 1.10 0.27
0.11 -0.57 -1.06
-1.08 -0.15 0.68
-0.64 -0.63 -2.47
-0.86 -0.44 0.00
0.48 0.95 0.08
0.02 0.45 -0.03
-0.22 0.14 -0.37
0.50 -0.42 -0.19
-0.21 -0.19 0.54
0.63 -0.15 0.51
0.21 0.15 -0.34
-1.60 1.31 -0.89
0.29 -0.76 -0.28
0.33 0.08 0.56
-0.30 -0.60 0.96
-0.39 -0.23 0.59
-0.01 0.33 -1.24
1.68 1.26 -1.23
0.51 0.27 -0.34
0.14 -0.19 0.23
0.03 -0.72 0.17
0.12 0.03 -0.02
0.00 0.06 0.78
-0.78 -0.08 0.40
-0.48 -0.31 0.00
0.30 -0.52 0.34
0.52 -0.07 -1.04
0.63 -2.23 1.89
-0.53 1.80 1.23
-0.72 -0.83 -0.31
1.52 2.47 0.39
0.10 -0.98 -1.09
0.32 0.26 -1.58
-0.62 0.09 0.62
-0.28 -1.06 0.56
-0.44 0.02 0.88
-0.03 -0.22 -0.47
0.24 0.04 -0.36
-0.23 0.03 -0.13
0.22 0.16 0.01
-0.72 0.49 -0.34
-1.70 0.69 3.45
0.87 -1.48 -0.44
0.35 -1.36 -0.86
0.92 2.88 0.30
-1.79 -0.91 -1.99
0.74 -0.59 0.09
-0.33 -0.14 -0.87
-0.05 0.60 0.48
-0.18 -0.03 -0.27
0.71 -0.09 0.04
0.00 0.33 0.99
0.21 0.06 -0.59
-0.34 -0.01 -0.33
0.40 -0.27 0.03
0.02 0.32 -0.06
-0.14 0.53 1.09
1.67 1.90 -0.06
1.02 -2.95 -2.06
-1.36 1.28 1.44
0.66 -1.12 -0.58
0.52 0.03 -0.14
-1.90 0.62 0.31
0.68 0.24 -0.09
-0.55 0.08 0.63
0.48 0.13 -0.18
-1.11 -0.13 0.23
0.02 0.06 -0.79
-0.48 -0.57 0.43
0.49 0.19 0.03
-0.18 -0.27 -0.04
1.62 0.58 1.49
-1.18 -0.78 0.26
0.62 -0.64 -2.39
-1.12 0.88 0.95
0.31 -2.00 -0.23
0.11 1.18 0.55
0.14 -1.06 0.67
-0.29 0.68 -0.60
0.43 0.83 0.02
-0.24 -0.16 -0.11
0.00 -0.20 -0.35
0.09 0.08 0.09
0.03 0.64 0.00
-0.06 0.01 0.03
-0.35 -0.10 -0.44

Its spin multiplicity is 2. Its charge is -2. The value obtained for the frontier orbital gap (alpha / beta) is 2.38 / 9.23 eV. The value obtained for the energy is -299541.39839 eV. The lowest unoccupied orbital energy (alpha / beta) comes out at 2.96 / 2.90 eV.

Entry 2:
One molecule with the formula C2H2N2O in a non-equilibrium geometry, computed with ωB97M-V/def2-TZVPD.

Geometry (Å):
N: -1.867 -1.484 0.991
C: -1.180 -0.838 0.337
C: -0.335 0.117 -0.441
N: 0.972 0.594 0.285
O: -0.525 0.585 -1.544
H: 1.463 -0.012 0.925
H: 1.472 1.039 -0.553

Cartesian forces, eV/Å:
0.15 -0.08 -0.09
0.30 1.00 -0.54
4.00 1.61 0.63
-3.40 -0.13 -3.78
-0.65 -1.20 1.88
0.00 -0.17 -0.26
-0.40 -1.02 2.16

The SMILES is N#CC(N)=O. Its charge is 0. The value obtained for the frontier orbital gap is 10.65 eV. The value obtained for the energy is -7132.84929 eV. The lowest unoccupied orbital energy comes out at -0.37 eV.

Entry 3:
Be2ClH4NO4 as an isolated structure in a non-equilibrium geometry, computed with ωB97M-V/def2-TZVPD.

Geometry (Å):
Be: 14.777 14.984 0.551
Be: 14.181 16.694 -4.949
N: 19.277 15.945 -2.505
H: 18.645 16.677 -2.176
H: 18.881 15.022 -2.340
H: 20.239 16.051 -2.156
H: 19.341 16.091 -3.519
Cl: 15.369 17.861 -1.154
O: 15.720 19.228 -1.218
O: 14.465 17.614 -0.052
O: 14.669 17.614 -2.451
O: 16.524 16.995 -0.958

Cartesian forces, eV/Å:
-0.26 2.02 0.34
-0.11 0.78 0.86
0.00 0.47 -1.06
0.33 0.06 0.53
0.40 -0.18 0.21
-0.07 -0.09 0.42
0.23 -0.21 -0.10
2.55 1.99 -1.00
-0.35 -0.78 0.42
-1.25 -2.31 1.34
-0.59 -1.07 -1.37
-0.88 -0.67 -0.58

Its charge is +4. The value obtained for the frontier orbital gap is 4.62 eV. The value obtained for the energy is -23000.53092 eV. The lowest unoccupied orbital energy comes out at -21.25 eV.

Entry 4:
One molecule with the formula C4H6N2O, computed with ωB97M-V/def2-TZVPD.

Geometry (Å):
N: 2.005 0.343 0.135
C: 1.061 -0.227 -0.579
C: -0.022 -0.961 0.083
O: 0.265 -2.245 0.485
C: -1.301 -0.531 0.205
C: -1.564 0.841 -0.147
N: -0.594 1.591 -0.528
H: 2.807 0.712 -0.359
H: 1.942 0.616 1.117
H: 0.981 -2.621 -0.046
H: -2.076 -1.230 0.493
H: -2.604 1.184 -0.076
H: -0.899 2.527 -0.784

Cartesian forces, eV/Å:
-0.13 -0.20 -0.28
0.14 -0.28 0.61
-0.02 0.15 -0.05
0.14 0.24 -0.33
0.31 0.02 0.04
0.01 -0.07 0.00
-0.28 0.00 0.14
-0.18 0.02 0.14
-0.14 -0.28 -0.23
0.00 0.27 0.08
0.05 0.18 0.07
0.13 0.04 -0.13
-0.03 -0.09 -0.06

Its charge is 0. The value obtained for the frontier orbital gap is 8.60 eV. The value obtained for the energy is -9270.00372 eV. The lowest unoccupied orbital energy comes out at 0.72 eV.

Q: Number 1 is which compound?
A: C33H88AsF6O33S11